Run w
{"formula": "C27H36O27", "method": "ωB97M-V with the def2-TZVPD basis set", "orbital_gap_ev": 9.36, "smiles": "O=C1OCCO1.O=C1OCCO1.O=C1OCCO1.O=C1OCCO1.O=C1OCCO1.O=C1OCCO1.O=C1OCCO1.O=C1OCCO1.O=C1OCCO1", "symbols": ["C", "C", "O", "C", "O", "O", "H", "H", "H", "H", "C", "C", "O", "C", "O", "O", "H", "H", "H", "H", "C", "C", "O", "C", "O", "O", "H", "H", "H", "H", "C", "C", "O", "C", "O", "O", "H", "H", "H", "H", "C", "C", "O", "C", "O", "O", "H", "H", "H", "H", "C", "C", "O", "C", "O", "O", "H", "H", "H", "H", "C", "C", "O", "C", "O", "O", "H", "H", "H", "H", "C", "C", "O", "C", "O", "O", "H", "H", "H", "H", "C", "C", "O", "C", "O", "O", "H", "H", "H", "H"], "positions_angstrom": [[7.86, 14.72, 7.03], [8.09, 15.45, 8.34], [9.28, 14.87, 8.76], [9.96, 14.24, 7.74], [11.19, 13.94, 7.65], [9.06, 14.10, 6.72], [7.52, 15.54, 6.40], [7.07, 13.96, 7.04], [7.44, 15.18, 9.17], [8.25, 16.51, 8.17], [13.43, 7.68, 7.03], [13.17, 8.98, 6.31], [14.32, 9.66, 6.50], [15.32, 8.84, 6.46], [16.49, 9.20, 6.29], [14.75, 7.61, 6.60], [12.85, 6.93, 6.50], [13.25, 7.69, 8.10], [12.33, 9.40, 6.86], [12.99, 8.79, 5.25], [17.31, 7.50, 10.18], [17.26, 6.55, 11.35], [18.47, 5.86, 11.30], [19.37, 6.62, 10.64], [20.58, 6.39, 10.57], [18.74, 7.65, 10.09], [16.84, 8.46, 10.38], [16.96, 7.11, 9.23], [16.46, 5.82, 11.22], [17.05, 6.95, 12.34], [14.22, 11.88, 8.87], [15.43, 12.42, 8.16], [16.54, 12.05, 9.03], [16.05, 11.45, 10.12], [16.74, 11.06, 11.03], [14.74, 11.28, 10.02], [13.75, 11.03, 8.38], [13.48, 12.68, 8.88], [15.36, 13.50, 8.03], [15.70, 11.87, 7.25], [15.54, 16.20, 12.03], [14.16, 15.60, 11.88], [14.26, 15.20, 10.52], [15.23, 15.72, 9.87], [15.44, 15.70, 8.62], [15.89, 16.48, 10.68], [16.26, 15.48, 12.43], [15.60, 17.18, 12.50], [13.44, 16.40, 12.06], [14.05, 14.73, 12.52], [19.16, 10.79, 8.44], [20.44, 10.15, 8.81], [21.21, 10.40, 7.63], [20.58, 11.22, 6.78], [20.96, 11.58, 5.68], [19.47, 11.60, 7.35], [18.68, 11.36, 9.24], [18.43, 10.06, 8.08], [20.12, 9.12, 8.93], [20.97, 10.54, 9.68], [15.34, 11.58, 13.59], [14.73, 11.05, 14.91], [15.13, 12.13, 15.76], [15.50, 13.22, 15.04], [15.98, 14.27, 15.46], [15.42, 12.93, 13.73], [14.52, 11.45, 12.88], [16.35, 11.23, 13.39], [15.21, 10.08, 15.03], [13.66, 10.83, 14.90], [18.58, 15.45, 8.52], [18.27, 16.65, 7.74], [18.07, 16.12, 6.43], [17.54, 14.85, 6.59], [17.03, 14.17, 5.68], [17.82, 14.51, 7.85], [18.34, 15.52, 9.58], [19.63, 15.15, 8.55], [19.00, 17.46, 7.72], [17.31, 17.12, 7.95], [11.46, 10.04, 11.32], [11.83, 9.45, 12.65], [13.00, 8.74, 12.33], [13.27, 8.75, 11.01], [14.15, 8.24, 10.37], [12.27, 9.42, 10.41], [11.69, 11.10, 11.25], [10.40, 10.10, 11.06], [11.05, 8.90, 13.18], [12.12, 10.17, 13.42]]}



Run x
{"formula": "C27H36O27", "method": "ωB97M-V with the def2-TZVPD basis set", "orbital_gap_ev": 10.58, "smiles": "O=C1OCCO1.O=C1OCCO1.O=C1OCCO1.O=C1OCCO1.O=C1OCCO1.O=C1OCCO1.O=C1OCCO1.O=C1OCCO1.O=C1OCCO1", "symbols": ["C", "C", "O", "C", "O", "O", "H", "H", "H", "H", "C", "C", "O", "C", "O", "O", "H", "H", "H", "H", "C", "C", "O", "C", "O", "O", "H", "H", "H", "H", "C", "C", "O", "C", "O", "O", "H", "H", "H", "H", "C", "C", "O", "C", "O", "O", "H", "H", "H", "H", "C", "C", "O", "C", "O", "O", "H", "H", "H", "H", "C", "C", "O", "C", "O", "O", "H", "H", "H", "H", "C", "C", "O", "C", "O", "O", "H", "H", "H", "H", "C", "C", "O", "C", "O", "O", "H", "H", "H", "H"], "positions_angstrom": [[-3.82, 1.98, -2.36], [-2.85, 1.63, -1.29], [-1.71, 1.35, -2.09], [-2.11, 0.86, -3.29], [-1.50, 0.16, -4.02], [-3.36, 1.36, -3.50], [-3.88, 3.06, -2.45], [-4.79, 1.56, -2.17], [-3.08, 0.71, -0.66], [-2.61, 2.46, -0.61], [2.10, 0.50, 1.91], [1.22, 0.42, 0.59], [-0.07, 0.81, 1.09], [-0.12, 0.70, 2.47], [-1.15, 0.73, 3.07], [1.10, 0.52, 2.96], [2.69, 1.46, 2.04], [2.78, -0.34, 2.01], [1.15, -0.57, 0.22], [1.51, 1.11, -0.23], [1.67, -3.34, 1.13], [0.92, -4.60, 0.60], [1.78, -5.68, 0.98], [2.77, -5.27, 1.80], [3.48, -5.93, 2.41], [2.65, -3.94, 1.98], [0.97, -2.77, 1.69], [2.05, -2.67, 0.34], [0.76, -4.50, -0.46], [-0.04, -4.71, 1.10], [0.55, 3.11, -3.24], [1.46, 4.20, -2.58], [2.53, 3.52, -2.09], [2.68, 2.36, -2.83], [3.66, 1.74, -2.90], [1.53, 2.09, -3.50], [-0.03, 3.38, -4.13], [-0.12, 2.80, -2.42], [1.00, 4.78, -1.79], [1.67, 4.90, -3.37], [-2.12, -0.84, 5.59], [-0.63, -0.82, 5.64], [-0.21, -1.82, 4.76], [-1.25, -2.43, 4.19], [-1.13, -3.30, 3.39], [-2.44, -1.92, 4.71], [-2.53, 0.05, 5.07], [-2.59, -1.12, 6.52], [-0.21, -1.12, 6.61], [-0.34, 0.16, 5.27], [6.19, 0.49, -2.26], [5.74, -0.71, -3.02], [4.53, -1.15, -2.37], [4.43, -0.55, -1.18], [3.53, -0.76, -0.44], [5.47, 0.34, -1.00], [5.89, 1.46, -2.73], [7.32, 0.49, -2.18], [6.34, -1.57, -2.89], [5.50, -0.45, -4.02], [-3.39, -1.92, 1.82], [-3.19, -3.33, 1.19], [-4.03, -3.31, -0.04], [-4.62, -2.06, -0.22], [-5.22, -1.77, -1.23], [-4.30, -1.29, 0.83], [-2.52, -1.26, 1.91], [-4.02, -1.88, 2.74], [-3.58, -4.19, 1.75], [-2.16, -3.55, 0.87], [-2.62, -2.27, -3.27], [-1.22, -2.72, -3.80], [-0.50, -2.99, -2.57], [-1.08, -2.33, -1.54], [-0.60, -2.25, -0.45], [-2.28, -1.78, -1.98], [-3.35, -3.06, -3.19], [-3.08, -1.48, -3.93], [-0.68, -1.96, -4.31], [-1.22, -3.63, -4.45], [0.04, 4.53, 1.61], [-0.14, 5.89, 2.31], [-0.08, 6.80, 1.21], [-0.33, 6.11, 0.10], [-0.50, 6.59, -1.01], [-0.48, 4.81, 0.32], [-0.46, 3.62, 1.99], [1.13, 4.33, 1.48], [0.68, 6.08, 2.99], [-1.11, 5.90, 2.80]]}



Which is most stable? The ranking, best first, is run x, run w.